No. 1
This record from OMol25 describes C27H44BrIrNOP2S as an isolated structure at a distorted geometry. The level of theory is ωB97M-V with the def2-TZVPD basis set.

**E_LUMO (spin up / spin down)**: -0.430 / -0.539 Eh
**2S+1**: 6
**Net charge**: +4

Last column: Mulliken charge in e.
Cartesian coordinates (Å):
C 3.72 5.48 -0.25  -0.369
C 2.43 4.94 -0.25  0.651
C 1.90 4.43 -1.46  -0.229
C 2.74 4.36 -2.58  -0.421
N 4.00 4.79 -2.53  0.080
C 4.48 5.35 -1.42  -0.416
C 1.61 4.81 0.92  -0.367
C 0.57 4.46 1.50  -0.094
C -0.65 3.73 1.60  0.133
C -0.79 2.80 2.64  -0.125
C -1.53 1.64 2.41  -0.684
C -1.95 1.48 1.08  0.426
C -2.25 2.57 0.23  -0.391
C -1.60 3.76 0.54  -0.409
Ir -2.18 -0.22 0.06  0.527
P 0.03 -0.31 0.02  -0.251
H 0.87 4.10 -1.52  0.445
H 4.15 5.95 0.64  0.533
H 2.38 3.92 -3.51  0.470
H 5.51 5.71 -1.45  0.430
H -1.71 4.65 -0.08  0.651
H -0.25 2.96 3.57  0.578
H -2.90 2.42 -0.62  0.468
H -1.73 0.87 3.15  0.613
C 0.67 -1.97 0.52  0.036
C 1.96 -2.40 -0.17  -1.661
H -0.14 -2.70 0.34  0.294
H 0.80 -1.94 1.61  0.039
H 2.18 -3.45 0.11  0.466
H 1.91 -2.35 -1.26  0.397
H 2.82 -1.80 0.17  0.367
C 0.54 0.19 -1.69  0.178
C 1.98 0.66 -1.88  -1.202
H -0.16 0.99 -1.96  0.562
H 0.32 -0.66 -2.36  -0.267
H 2.15 0.87 -2.95  0.485
H 2.18 1.60 -1.34  0.076
H 2.72 -0.09 -1.57  0.151
C 1.09 0.82 1.06  2.034
C 2.57 0.54 1.33  -1.810
H 0.58 0.83 2.03  -0.519
H 0.94 1.83 0.65  -0.584
H 2.95 1.37 1.96  0.480
H 2.71 -0.38 1.91  0.359
H 3.20 0.50 0.43  0.297
Br -4.52 -0.77 -0.25  -0.213
P -2.16 -2.07 -1.74  0.421
C -0.72 -2.87 -2.57  -0.825
C -0.95 -4.29 -3.10  -1.236
H 0.10 -2.88 -1.84  0.264
H -0.42 -2.21 -3.39  0.567
H -0.02 -4.64 -3.57  0.440
H -1.20 -5.00 -2.30  0.318
H -1.74 -4.33 -3.86  0.225
C -2.65 -3.42 -0.56  -0.546
C -4.01 -4.03 -0.85  -1.439
H -2.64 -2.97 0.44  0.492
H -1.87 -4.19 -0.59  0.627
H -4.20 -4.85 -0.15  0.393
H -4.81 -3.30 -0.70  0.339
H -4.10 -4.43 -1.87  0.362
C -3.36 -1.72 -3.10  -0.410
C -2.97 -2.03 -4.55  -1.389
H -3.55 -0.64 -3.02  0.546
H -4.30 -2.22 -2.85  0.553
H -3.63 -1.46 -5.22  0.407
H -1.94 -1.73 -4.79  0.345
H -3.09 -3.09 -4.79  0.337
C 1.63 -0.44 6.62  -1.033
S 0.86 0.07 5.08  0.871
C 0.19 -1.51 4.52  -0.545
O -0.30 0.94 5.44  -0.324
H 2.21 -1.36 6.44  0.414
H 0.85 -0.60 7.37  0.410
H 2.30 0.37 6.92  0.426
H -0.72 -1.72 5.10  0.459
H -0.05 -1.42 3.45  -0.206
H 0.95 -2.29 4.67  0.522


No. 2
This record from OMol25 describes C23H22AsBr2LuN6O2S6 as an isolated structure at a distorted geometry. The level of theory is ωB97M-V with the def2-TZVPD basis set.

**E_LUMO (spin up / spin down)**: 0.125 / 0.125 Eh
**Net charge**: -2

Last column: Mulliken charge in e.
Cartesian coordinates (Å):
Lu 10.25 12.65 10.72  0.691
C 5.86 15.97 12.34  -0.337
S 5.28 14.19 12.58  -0.203
C 6.62 13.42 11.80  0.138
S 7.68 12.85 13.03  -0.117
N 6.83 13.52 10.52  -1.207
N 7.87 12.74 10.02  1.078
C 7.70 12.12 8.88  -1.290
C 8.44 10.99 8.47  0.917
C 7.87 10.08 7.54  -0.934
C 8.67 9.07 7.07  -0.264
C 10.01 8.99 7.56  -0.971
C 10.47 9.87 8.53  -0.439
N 9.74 10.94 8.88  0.212
H 5.48 16.53 13.21  0.347
H 5.39 16.42 11.39  0.198
H 6.95 15.87 12.35  -0.171
H 6.95 12.57 8.21  0.197
H 6.80 10.20 7.28  0.364
H 8.21 8.27 6.49  0.326
H 10.74 8.31 7.17  0.386
H 11.41 9.74 8.97  0.578
C 8.65 15.83 8.40  -1.296
C 9.20 16.41 9.75  0.636
C 9.20 17.80 9.99  -1.242
C 9.86 18.21 11.09  -0.466
C 10.44 17.30 12.00  1.027
C 10.85 17.80 13.29  -0.240
Br 10.96 19.58 13.89  -0.273
C 11.23 16.88 14.25  -0.682
C 11.13 15.50 13.98  -0.219
Br 11.82 14.27 15.18  -0.175
C 10.72 14.93 12.73  0.192
O 10.78 13.67 12.43  -0.039
C 10.27 15.91 11.77  -0.019
N 9.70 15.52 10.59  0.826
H 8.78 16.72 7.65  0.450
H 7.61 15.67 8.51  0.256
H 9.17 14.91 8.04  0.092
H 8.80 18.48 9.23  0.405
H 10.00 19.25 11.35  0.303
H 11.60 17.20 15.22  0.407
S 11.92 8.04 11.18  -0.531
As 10.54 10.18 13.35  0.085
S 11.92 10.75 11.70  -0.493
S 8.57 11.13 12.32  -0.132
S 10.27 7.96 12.43  -0.294
N 11.82 13.22 9.17  -0.771
C 12.56 13.67 8.36  0.647
N 13.34 14.17 7.43  0.001
C 14.25 15.34 7.54  -0.497
C 15.66 14.92 7.26  -0.566
O 15.77 14.34 5.94  -0.369
C 14.98 13.13 5.84  -0.513
C 13.49 13.52 6.10  -0.714
H 14.12 15.78 8.56  0.392
H 14.01 16.09 6.75  0.245
H 16.04 14.29 8.08  0.320
H 16.35 15.79 7.26  0.333
H 15.35 12.37 6.54  0.325
H 15.05 12.83 4.81  0.344
H 12.87 12.62 6.15  0.461
H 13.15 14.22 5.33  0.287


No. 3
This record from OMol25 describes C4H15N3S as an isolated structure. The level of theory is ωB97M-V with the def2-TZVPD basis set.

**E_LUMO**: 0.025 Eh
**Net charge**: 0

Last column: Mulliken charge in e.
Cartesian coordinates (Å):
C -1.57 -0.59 2.01  -0.529
N -2.23 -0.66 0.69  -0.554
C -0.27 0.19 1.82  -0.261
N -0.51 1.46 1.09  -0.275
H -1.36 -1.56 2.45  0.347
H -2.22 -0.03 2.68  0.344
H -1.62 -1.15 0.05  0.139
H -3.07 -1.22 0.79  0.256
H 0.41 -0.38 1.20  -0.082
H 0.25 0.43 2.75  0.410
H 0.44 1.59 0.32  -0.042
H -1.32 1.36 0.46  0.409
H -0.61 2.24 1.73  0.313
C 1.47 -0.79 -1.55  -0.459
C 2.15 0.52 -1.89  -0.741
S 1.68 1.95 -0.84  -0.463
N 0.00 -0.78 -1.75  -0.452
H 1.74 -1.03 -0.51  0.103
H 1.92 -1.56 -2.18  0.365
H 1.93 0.81 -2.92  0.331
H 3.22 0.35 -1.81  0.354
H -0.18 -1.32 -2.58  0.252
H -0.23 0.17 -2.01  0.235


No. 4
This record from OMol25 describes a 7-piece molecular cluster, C10H33FN9O6 overall at a distorted geometry. The level of theory is ωB97M-V with the def2-TZVPD basis set.

**E_LUMO**: 0.106 Eh
**Net charge**: -1

Last column: Mulliken charge in e.
Cartesian coordinates (Å):
F 0.24 -1.02 0.42  -1.020
C 4.49 -2.54 2.52  -1.265
C 3.07 -2.59 2.02  0.198
O 2.64 -1.26 1.90  -0.491
H 4.49 -2.19 3.55  0.270
H 5.13 -1.97 1.85  0.303
H 4.89 -3.56 2.55  0.403
H 2.39 -3.01 2.78  0.270
H 2.98 -3.23 1.13  0.057
H 1.87 -1.15 1.33  0.213
C -1.24 -0.41 3.70  0.576
O -2.20 -0.53 2.96  -0.575
N -1.23 -0.25 5.08  -0.454
N 0.03 -0.42 3.21  -0.272
H -2.05 -0.35 5.66  0.219
H -0.46 0.23 5.48  0.154
H 0.85 -0.52 3.78  0.153
H 0.01 -0.70 2.21  0.183
C -0.15 -3.61 -2.13  0.607
O -1.27 -3.13 -2.02  -0.596
N 0.80 -3.25 -1.20  -0.067
N 0.34 -4.44 -3.09  -0.392
H 0.55 -2.45 -0.59  -0.142
H 1.68 -3.72 -1.13  0.170
H -0.25 -4.86 -3.78  0.223
H 1.27 -4.79 -2.94  0.153
C 3.23 0.67 -1.20  0.433
O 4.24 1.26 -1.61  -0.750
N 2.30 1.27 -0.41  -0.125
N 3.15 -0.68 -1.19  -0.146
H 1.44 0.81 -0.12  0.046
H 2.61 2.18 -0.14  0.173
H 2.32 -1.11 -0.81  0.165
H 3.75 -1.25 -1.75  0.174
C -1.17 2.47 1.39  0.654
O -1.77 1.67 0.70  -0.493
N 0.07 2.28 1.97  -0.285
N -1.78 3.61 1.84  -0.510
H 0.33 1.30 1.95  0.243
H 0.43 2.95 2.61  0.153
H -2.62 3.87 1.34  0.236
H -1.20 4.27 2.33  0.144
C -3.90 3.33 -2.96  -1.391
C -3.56 1.88 -2.63  0.436
C -2.04 1.74 -2.57  -0.865
O -1.76 0.43 -2.16  -0.252
C -0.39 0.12 -2.44  -0.181
N -4.26 1.60 -1.37  -0.594
H -3.57 4.08 -2.23  0.323
H -4.94 3.51 -3.23  0.395
H -3.28 3.67 -3.82  0.366
H -3.76 1.19 -3.45  0.266
H -1.62 2.43 -1.82  0.274
H -1.70 1.94 -3.59  0.454
H 0.28 0.93 -2.14  0.350
H -0.31 0.06 -3.53  0.458
H -0.13 -0.76 -1.85  -0.510
H -5.21 1.71 -1.70  0.302
H -4.07 2.32 -0.68  0.181


no.,E_tot (eV)
1,-134496.253
2,-336799.766
3,-19696.105
4,-39322.977